Entry from OMol25: 2 unconnected molecules or ions with the total composition C3H10NS2 at a distorted geometry (ωB97M-V/def2-TZVPD).

Geometry as XYZ:
```
16
Properties=species:S:1:pos:R:3:nbo_charge:R:1
C -2.753 -0.455 -0.360 -0.72
C 2.774 -0.851 0.781 -0.71
C -1.556 0.259 -0.545 0.32
N -1.322 1.340 0.073 -0.60
S 1.993 -0.024 -0.750 0.40
S 1.606 1.929 -0.375 -0.48
H -2.490 -0.945 0.563 0.29
H -2.805 -1.342 -0.977 0.28
H -3.644 0.126 -0.053 0.28
H 3.194 -1.815 0.561 0.26
H 1.856 -1.194 1.410 0.23
H 3.258 -0.158 1.410 0.26
H -0.809 -0.160 -1.069 0.21
H -1.982 1.653 0.773 0.42
H -0.396 1.648 0.078 0.42
H 3.077 -0.009 -1.520 0.15
```

Net charge: +1
HOMO: -12.437 eV
Kohn-Sham gap: 8.17 eV
Total energy: -971.113893 hartree

Entry from OMol25: a gas-phase ion, C4H8O2 (charge +1) at a distorted geometry (ωB97M-V/def2-TZVPD).

Geometry as XYZ:
```
14
Properties=species:S:1:pos:R:3:nbo_charge:R:1
O 0.571 -1.934 -1.507 -0.07
C -0.116 -1.325 -0.768 0.46
C 0.376 -0.657 0.462 -0.49
C 0.124 0.847 0.185 0.11
C 0.360 1.638 1.445 -0.65
O -1.261 0.891 -0.142 -0.71
H -1.187 -1.147 -1.043 0.32
H -0.219 -0.891 1.350 0.30
H 1.426 -0.819 0.669 0.28
H 0.730 1.220 -0.644 0.21
H 1.422 1.717 1.706 0.24
H -0.018 2.651 1.560 0.27
H -0.122 1.182 2.317 0.23
H -1.548 1.671 -0.631 0.52
```

⟨S²⟩: 0.757
Net charge: +1
HOMO (alpha / beta): -15.948 / -15.730 eV
Multiplicity: 2
Kohn-Sham gap (alpha / beta): 10.45 / 6.22 eV
Total energy: -307.311643 hartree

Entry from OMol25: 2 unconnected molecules or ions with the total composition H3OPS3 at a distorted geometry (ωB97M-V/def2-TZVPD).

Geometry as XYZ:
```
8
Properties=species:S:1:pos:R:3:nbo_charge:R:1
O -2.330 -1.742 -0.310 -0.98
P -2.385 -0.314 0.070 1.44
S -3.780 0.864 -0.565 -0.41
S -0.541 0.345 0.925 -0.21
S 3.114 -0.432 0.144 -0.31
H 3.563 -0.923 -1.103 0.16
H -0.992 1.509 1.407 0.16
H 3.351 0.695 -0.570 0.15
```

Net charge: 0
HOMO: -9.946 eV
Kohn-Sham gap: 8.82 eV
Total energy: -1612.965824 hartree

Entry from OMol25: a molecular structure, C5H7NO at a distorted geometry (ωB97M-V/def2-TZVPD).

Geometry as XYZ:
```
14
Properties=species:S:1:pos:R:3:nbo_charge:R:1
O 2.221 0.066 0.452 -0.73
C 1.216 0.478 -0.509 0.06
C 0.079 -0.553 -0.768 -0.10
C -0.357 -0.414 0.712 -0.21
C -1.792 -0.261 0.264 -0.24
N -1.055 0.476 -0.858 -0.35
C -0.054 1.007 0.181 -0.08
H 2.740 -0.630 0.023 0.47
H 1.918 0.992 -1.158 0.20
H 0.022 -1.449 -1.399 0.20
H 0.107 -0.891 1.574 0.21
H -2.338 -1.162 -0.050 0.19
H -2.451 0.374 0.872 0.19
H -0.255 1.966 0.665 0.21
```

Net charge: 0
HOMO: -9.209 eV
Kohn-Sham gap: 10.11 eV
Total energy: -324.549578 hartree

Copy entry 1 word for word.
Entry from OMol25: 2 unconnected molecules or ions with the total composition C3H10NS2 at a distorted geometry (ωB97M-V/def2-TZVPD).

Geometry as XYZ:
```
16
Properties=species:S:1:pos:R:3:nbo_charge:R:1
C -2.753 -0.455 -0.360 -0.72
C 2.774 -0.851 0.781 -0.71
C -1.556 0.259 -0.545 0.32
N -1.322 1.340 0.073 -0.60
S 1.993 -0.024 -0.750 0.40
S 1.606 1.929 -0.375 -0.48
H -2.490 -0.945 0.563 0.29
H -2.805 -1.342 -0.977 0.28
H -3.644 0.126 -0.053 0.28
H 3.194 -1.815 0.561 0.26
H 1.856 -1.194 1.410 0.23
H 3.258 -0.158 1.410 0.26
H -0.809 -0.160 -1.069 0.21
H -1.982 1.653 0.773 0.42
H -0.396 1.648 0.078 0.42
H 3.077 -0.009 -1.520 0.15
```

Net charge: +1
HOMO: -12.437 eV
Kohn-Sham gap: 8.17 eV
Total energy: -971.113893 hartree